A) This record from OMol25 describes a 2-piece molecular cluster, CH6N2O overall. The level of theory is ωB97M-V/def2-TZVPD.

Output
Kohn-Sham gap: 0.3896 Ha
HOMO: -0.3585 Ha
LUMO level: 0.847 eV
SMILES: [H]/N=C/N.O

Geometry as XYZ:
```
10
CH6N2O | OMol25 | ωB97M-V/def2-TZVPD
O -1.3259 -1.5319 2.8711
N 1.6908 0.9136 -1.4226
N -0.0016 -0.1376 -0.1966
C 0.3613 0.6365 -1.1392
H -2.2284 -1.5844 2.5227
H -1.1102 -0.5965 2.8707
H 2.2625 0.0983 -1.2681
H -0.4193 1.1090 -1.7491
H -1.0097 -0.1443 -0.1168
H 1.7806 1.2373 -2.3720
```

***

B) This record from OMol25 describes one molecule with the formula CH6N2O. The level of theory is ωB97M-V/def2-TZVPD.

Output
Kohn-Sham gap: 0.3426 Ha
HOMO: -0.3039 Ha
LUMO level: 1.053 eV
SMILES: NNCO

Geometry as XYZ:
```
10
CH6N2O | OMol25 | ωB97M-V/def2-TZVPD
O 1.0243 -0.0779 -1.1856
N -1.3887 -0.5272 0.0567
N -0.2523 -0.1151 0.8280
C 0.6422 0.7312 -0.0902
H -1.0335 -0.9593 -0.8246
H -0.4646 0.6159 1.6702
H 0.2537 1.6880 -0.6856
H 1.4751 0.7353 0.5251
H -1.8174 -1.3165 0.5290
H 1.5612 -0.7743 -0.8229
```

***

C) This record from OMol25 describes one molecule with the formula CH6N2O. The level of theory is ωB97M-V/def2-TZVPD.

Output
Kohn-Sham gap: 0.3573 Ha
HOMO: -0.3209 Ha
LUMO level: 0.988 eV
SMILES: C[N@@H+](N)[O-]

Geometry as XYZ:
```
10
CH6N2O | OMol25 | ωB97M-V/def2-TZVPD
O 0.7417 -1.2794 -0.6807
N -0.1629 -0.5267 -0.1284
N -0.8029 0.4461 -1.0150
C 0.4910 0.2301 1.0065
H 1.3111 0.8155 0.5856
H -0.0653 1.0426 -1.3905
H -0.2570 0.8949 1.4426
H 0.8781 -0.4751 1.7420
H -1.1671 -0.0789 -1.8153
H -0.9668 -1.0692 0.2532
```

***

D) This record from OMol25 describes a 2-piece molecular cluster, CH6N2O overall. The level of theory is ωB97M-V/def2-TZVPD.

Output
Kohn-Sham gap: 0.4050 Ha
HOMO: -0.3779 Ha
LUMO level: 0.737 eV
SMILES: [H]/N=C\N.O

Geometry as XYZ:
```
10
CH6N2O | OMol25 | ωB97M-V/def2-TZVPD
O 0.9387 -2.5558 -1.9378
N -0.1554 -0.2582 0.0710
N -0.1735 1.7804 1.3651
C -0.1354 1.0127 0.2007
H 0.4280 -1.7672 -1.2977
H 0.5404 -3.4280 -1.6870
H -0.0923 2.7823 1.0654
H -0.9849 1.5858 1.9371
H -0.1688 1.6082 -0.7434
H -0.1968 -0.7603 1.0265
```

***

Referenced to the most stable arrangement, the calculated values in kcal/mol are A) 0.0; B) 46.2; C) 64.6; D) 12.3.

***

A) This record from OMol25 describes an isolated ion of composition C2H5N2 and charge +1. The level of theory is ωB97M-V/def2-TZVPD.

Output
Kohn-Sham gap (spin up / spin down): 0.3546 / 0.3045 Ha
net charge: +1
HOMO (spin up / spin down): -0.5679 / -0.5645 Ha
LUMO level (spin up / spin down): -5.804 / -7.075 eV

Geometry as XYZ:
```
9
C2H5N2 | OMol25 | ωB97M-V/def2-TZVPD
N -0.7754 -0.3670 -1.4639
N 1.2798 0.6834 0.6499
C -0.5286 -0.7283 -0.2841
C 0.1684 0.0615 0.9987
H -0.5073 0.4100 -2.1044
H -0.5580 0.9354 1.1395
H 2.0529 0.6513 1.3664
H 0.0948 -0.5752 1.8734
H -1.2265 -1.0711 -2.1756
```

***

B) This record from OMol25 describes a 2-piece molecular cluster, C2H5N2 overall. The level of theory is ωB97M-V/def2-TZVPD.

Output
Kohn-Sham gap: 0.4342 Ha
net charge: +1
HOMO: -0.6048 Ha
LUMO level: -4.642 eV

Geometry as XYZ:
```
9
C2H5N2 | OMol25 | ωB97M-V/def2-TZVPD
N 2.0110 -1.9389 -0.0559
N -0.7307 1.2744 0.3646
C 1.1596 -1.2198 0.1661
C -0.5567 0.1423 -0.2898
H -1.2905 1.5190 1.1644
H -1.1137 -0.6764 -0.0659
H -0.0681 1.9792 0.0672
H -0.1889 0.2162 -1.3683
H 2.8755 -2.3448 -0.1891
```

***

C) This record from OMol25 describes an isolated ion of composition C2H5N2 and charge +1. The level of theory is ωB97M-V/def2-TZVPD.

Output
Kohn-Sham gap (spin up / spin down): 0.2314 / 0.3291 Ha
net charge: +1
HOMO (spin up / spin down): -0.5285 / -0.5736 Ha
LUMO level (spin up / spin down): -8.084 / -6.653 eV

Geometry as XYZ:
```
9
C2H5N2 | OMol25 | ωB97M-V/def2-TZVPD
N 0.8237 0.1846 1.1650
N 1.2738 1.2264 1.4258
C -1.1605 -0.4151 0.0270
C 0.2159 -0.2462 -0.1732
H -2.0511 -0.2618 -0.6452
H 1.4161 2.1420 0.8733
H 0.7389 -1.3258 -0.2807
H 0.2329 0.2850 -1.1231
H -1.5038 -0.8271 0.9021
```

***

Referenced to the most stable arrangement, the calculated values in kcal/mol are A) 74.5; B) 0.0; C) 85.4.